1.
Formula: C18H17IrN4SSe
Source: the OMol25 dataset
Level of theory: ωB97M-V with the def2-TZVPD basis set

Structure (XYZ):
```
42
Properties=species:S:1:pos:R:3:forces:R:3:lowdin_charge:R:1
Ir -0.0560 0.5549 -0.3458 0.27 0.74 1.27 1.23
C 2.9723 -2.0899 -1.7503 -0.42 -0.93 -0.37 -0.01
C 3.4601 -2.6924 -0.5722 -0.49 -0.05 -0.21 0.01
C 3.0151 -2.1887 0.6523 -1.03 0.34 -0.15 0.05
C 2.0038 -1.1583 0.6712 2.79 -2.09 -2.89 -0.19
N 1.4432 -0.7922 -0.5369 0.89 0.48 0.86 -0.12
C 1.9204 -1.1898 -1.7054 1.31 -0.80 -0.33 -0.12
C 1.6859 -0.3672 1.7770 -1.99 1.48 2.23 -0.18
C 2.2099 -0.4919 3.0511 -0.17 0.07 0.54 0.03
C 1.5962 0.1235 4.1776 0.89 -0.99 -2.14 0.02
C 0.4630 0.8884 3.9943 -1.23 1.23 1.19 -0.04
C 0.0557 1.2093 2.7225 -1.15 0.93 0.10 -0.09
C 0.5933 0.5890 1.5837 0.00 -0.69 -0.13 -0.23
H 3.2354 -2.4547 -2.7467 0.35 0.15 0.46 0.13
H 4.1052 -3.5961 -0.6538 -0.30 1.06 0.26 0.14
H 3.3579 -2.6339 1.5904 -0.04 0.33 -0.35 0.13
H 1.5508 -0.7696 -2.6477 -0.29 -0.16 0.63 0.13
H 3.0731 -1.1156 3.1793 0.28 -0.18 0.35 0.12
H 2.0150 -0.0241 5.1331 0.36 -0.21 0.98 0.12
H -0.0955 1.2898 4.8923 0.81 -0.40 -1.21 0.15
H -0.7666 1.9564 2.6256 0.66 -0.80 -0.01 0.11
Se -1.7836 -4.2681 -0.8720 -0.68 1.30 -1.66 1.23
N -3.2488 -3.5700 -1.7573 1.24 0.27 2.14 -0.15
C -3.1866 -2.2560 -1.4897 0.09 -0.48 -0.39 -0.37
C -4.3194 -1.3915 -1.5886 -0.07 0.82 -0.50 0.06
C -4.1898 -0.0789 -1.1269 -1.38 -1.32 -0.10 -0.03
C -2.9142 0.3479 -0.7972 1.79 0.90 1.02 -0.10
N -1.7544 -0.4116 -0.7334 -3.75 0.90 -0.56 -0.16
C -1.9269 -1.7622 -0.9301 -0.35 -0.72 0.07 -0.47
N -1.0237 -2.6599 -0.5781 -0.91 -0.17 -0.02 -0.23
H -5.2504 -1.7430 -2.0554 0.43 -0.04 0.55 0.15
H -5.1083 0.5586 -0.9392 1.50 -0.65 -0.63 0.15
H -2.8233 1.4309 -0.4902 0.26 -1.34 -0.41 0.12
C 0.6135 3.0137 -2.5978 -0.97 1.62 0.98 -0.31
S 0.5029 2.7219 -0.8227 0.41 0.47 0.21 0.73
C -0.6855 3.8599 -0.0127 -1.17 -2.19 -0.70 -0.27
H -0.3145 2.9494 -3.1439 -0.42 0.21 0.08 0.06
H 1.2239 2.2299 -2.9085 1.35 -1.11 -0.67 0.01
H 1.0977 3.9873 -2.6679 -0.01 -0.12 -0.52 0.07
H -0.2192 4.7959 0.1264 0.27 1.10 0.06 0.04
H -0.9322 3.3594 0.9474 0.29 0.51 -0.57 0.03
H -1.5950 3.8393 -0.6537 0.60 0.54 0.55 0.07
```
Forces are in eV/Å.

## Properties
- frontier orbital gap (spin up / spin down) (eV) = 5.542 / 5.451
- HOMO energy (spin up / spin down) (eV) = -13.06 / -14.85
- spin multiplicity = 5
- charge = +2

=====

2.
Formula: C18H17N2O4
Source: the OMol25 dataset
Level of theory: ωB97M-V with the def2-TZVPD basis set

Structure (XYZ):
```
41
Properties=species:S:1:pos:R:3:forces:R:3:lowdin_charge:R:1
C -0.6250 2.7251 4.8297 -0.31 0.19 -0.74 -0.08
O -1.0847 3.1216 3.5229 0.11 -0.02 0.89 -0.11
C -1.1018 2.1884 2.5350 0.24 -0.79 -0.79 -0.28
C -1.5384 2.6338 1.2634 0.25 -0.01 0.94 0.00
C -1.4759 1.7765 0.1855 0.10 -0.41 0.16 -0.03
C -0.9728 0.4774 0.3287 0.24 -0.14 -0.46 -0.16
C -0.8104 -0.3752 -0.9272 -1.84 0.20 0.74 -0.22
C -1.3591 -1.7695 -0.7295 -0.60 -0.23 0.18 -0.26
C -1.5224 -2.6179 -1.8340 -0.87 -1.36 -0.53 -0.30
N -1.7407 -3.4274 -2.6546 0.48 0.87 0.70 0.12
C -2.1399 -2.1381 0.3820 -0.41 -0.66 0.84 -0.30
N -2.7507 -2.5470 1.2983 0.62 0.62 -0.92 0.08
C -0.5821 0.0220 1.5892 -0.11 0.21 0.04 -0.03
C -0.6610 0.8550 2.7023 -0.17 0.86 -0.08 0.00
H -0.6455 3.6531 5.4020 0.05 -0.21 0.08 0.08
H -1.3044 1.9845 5.2762 0.18 0.15 -0.09 0.09
H 0.3979 2.3215 4.7972 -0.25 0.11 -0.05 0.09
H -1.8862 3.6601 1.1505 0.06 -0.23 0.11 0.11
H -1.8109 2.1034 -0.8011 0.02 -0.05 0.38 0.11
H -1.4142 0.0871 -1.7206 0.34 0.23 0.08 0.14
H -0.2043 -0.9934 1.7284 -0.31 0.44 -0.08 0.11
H -0.3511 0.4780 3.6797 -0.13 0.17 -0.35 0.10
C 0.5544 1.8728 -2.6113 0.14 0.51 -0.30 0.01
C 1.2261 0.9752 -1.6255 0.70 -0.64 0.91 -0.33
C 0.6243 -0.4622 -1.3861 1.59 -0.11 0.00 -0.22
C 1.4651 -1.2098 -0.3024 -0.09 0.59 -0.01 -0.14
C 2.5505 -2.0723 -0.9071 -0.12 -0.02 0.30 -0.16
C 1.7979 -3.0047 -1.8178 0.07 0.17 -0.62 -0.14
O 1.3487 -2.2490 -2.9847 -0.28 0.06 0.27 0.03
C 0.5446 -1.1886 -2.7557 -0.50 0.29 -0.83 -0.42
O -0.2113 -0.7868 -3.6252 1.42 -0.43 0.79 0.10
O 2.2129 1.3277 -0.9947 -0.88 -0.19 -0.72 0.08
H 0.4464 1.3496 -3.5643 -0.11 0.16 0.13 0.08
H -0.4439 2.1637 -2.2661 0.23 -0.21 -0.14 0.07
H 1.1626 2.7773 -2.7244 -0.12 -0.19 0.02 0.09
H 1.8757 -0.4802 0.4019 -0.13 -0.07 -0.18 0.12
H 0.7771 -1.8861 0.2325 0.31 0.34 -0.25 0.11
H 3.3090 -1.4778 -1.4363 -0.18 -0.24 -0.02 0.13
H 3.0479 -2.6338 -0.1104 0.04 -0.03 -0.08 0.12
H 2.3905 -3.8299 -2.2082 -0.02 0.10 -0.18 0.12
H 0.9051 -3.4042 -1.3183 0.25 -0.03 -0.13 0.12
```
Forces are in eV/Å.

## Properties
- frontier orbital gap (eV) = 6.242
- HOMO energy (eV) = -3.56
- spin multiplicity = 1
- charge = -1

=====

3.
Formula: C18H17N3O3
Source: the OMol25 dataset
Level of theory: ωB97M-V with the def2-TZVPD basis set

Structure (XYZ):
```
41
Properties=species:S:1:pos:R:3:forces:R:3:lowdin_charge:R:1
C 2.9953 0.9707 6.0746 2.33 -3.28 -5.04 0.07
O 2.9514 -0.4287 5.4832 2.80 4.10 7.88 0.00
C 2.4315 -0.5664 4.3744 -1.07 0.76 -5.76 -0.30
C 2.4871 -1.9732 4.0670 -3.15 3.21 -6.14 0.03
C 1.9537 -2.3516 2.8270 -0.94 -1.88 3.43 0.00
C 1.2357 -1.3039 2.1657 1.86 -5.33 -4.92 -0.17
N 0.9643 -1.8128 0.7992 -2.10 5.05 0.53 0.13
C 0.3622 -0.6718 -0.2248 -0.97 -14.41 -3.42 -0.22
O -0.1177 -1.4278 -1.2438 1.95 4.68 3.85 -0.10
C 0.4336 0.5752 0.1600 -1.59 5.08 5.16 -0.13
C -0.3516 1.6401 -0.5803 10.28 -10.65 -9.81 0.02
N -0.8004 1.0822 -2.0695 -1.33 2.71 6.46 -0.02
C 0.2358 1.0880 -3.0609 -7.51 -5.57 -0.91 -0.02
C -2.1998 0.7676 -1.9184 12.42 -3.40 -14.81 -0.55
O -2.7888 1.0316 -1.0706 -10.32 4.34 15.14 0.26
C -2.6626 0.1278 -3.1214 -4.74 9.04 1.22 -0.22
C -3.5903 0.7964 -4.0334 -0.75 0.97 2.33 -0.05
C -4.1385 0.2119 -5.0612 0.66 -0.19 -6.37 -0.04
N -3.4084 -1.0205 -5.7385 -9.99 7.10 -5.39 0.09
C -2.7779 -1.5529 -4.9288 6.18 0.10 8.85 -0.22
C -2.2247 -0.8277 -3.6766 6.45 -16.89 -3.84 -0.03
C 0.7885 0.9071 1.5314 -0.59 3.21 -5.17 0.10
C 1.3765 0.0407 2.4164 -0.91 0.27 -0.82 -0.25
C 2.0469 0.5542 3.4852 1.84 -17.41 -0.72 0.08
H 3.4776 0.9629 6.9278 2.74 -0.88 4.20 0.05
H 2.1047 1.2995 6.2872 -5.33 1.62 0.53 0.05
H 3.5323 1.6282 5.4268 0.21 0.32 -0.79 0.10
H 2.7409 -2.6404 4.7425 1.71 -2.80 3.26 0.06
H 1.8329 -3.6012 2.6424 0.37 4.06 -0.07 0.19
H 0.5553 -2.7855 0.6597 0.62 2.05 0.19 0.15
H 0.4114 2.1996 -0.8706 2.87 3.64 -1.15 0.08
H -1.0189 2.0502 -0.2231 -11.70 6.89 6.85 -0.01
H 0.7694 1.8531 -3.0396 4.80 6.79 0.56 0.01
H -0.4055 1.1563 -3.9483 1.00 -0.56 -0.68 0.12
H 0.7044 0.1832 -2.8981 1.70 -1.94 -0.65 0.07
H -3.8713 1.7939 -3.8052 -0.69 0.71 0.44 0.11
H -4.8519 0.8037 -5.8168 1.69 -1.64 1.90 0.14
H -2.5147 -2.5066 -5.0773 1.95 -3.62 -0.46 0.07
H -1.4435 -1.7070 -3.1771 -1.88 3.19 -0.95 0.18
H 0.7864 2.1001 1.6970 -0.09 -2.95 0.10 0.19
H 1.9889 1.3538 3.8165 -0.79 13.51 4.98 -0.02
```
Forces are in eV/Å.

## Properties
- frontier orbital gap (eV) = 6.752
- HOMO energy (eV) = -7.70
- spin multiplicity = 1
- structure (SMILES) = COc1ccc2[nH]c(=O)c(CN(C)C(=O)c3ccncc3)cc2c1

=====

4.
Formula: C18H17N3O5S2
Source: the OMol25 dataset
Level of theory: ωB97M-V with the def2-TZVPD basis set

Structure (XYZ):
```
45
Properties=species:S:1:pos:R:3:forces:R:3:lowdin_charge:R:1
H 3.0359 6.3957 -7.1804 -0.57 0.29 0.63 0.05
N 2.4142 7.0067 -6.6190 -0.47 -1.76 0.05 0.08
C 1.7141 6.3868 -5.7168 3.08 2.60 -2.63 -0.75
N 0.9900 7.1847 -4.9066 -1.96 -2.32 0.09 0.11
C 0.4893 6.5555 -3.8087 2.11 0.37 0.33 -0.52
O 0.3421 7.2146 -2.8395 -2.14 1.36 3.06 0.13
C 0.7303 5.1188 -3.7524 0.84 -1.71 -2.57 -0.36
C 0.2801 4.2523 -2.8525 -0.72 1.08 2.05 0.00
C 0.6814 2.8823 -2.6697 2.63 -2.28 -4.28 -0.26
C 1.5127 2.0350 -3.4719 0.46 1.69 0.34 -0.02
C 1.8127 0.8067 -2.8052 0.79 0.24 -1.24 0.01
C 1.0812 0.9310 -1.6598 0.00 -1.17 -0.95 -0.19
C 0.8370 -0.2017 -0.7523 0.27 1.02 0.15 -0.17
C 1.7015 -1.2869 -0.5585 -0.62 -1.67 0.79 0.01
C 1.2048 -2.3746 0.2314 0.02 0.03 0.25 -0.04
C -0.0519 -2.4245 0.8504 0.00 1.90 0.33 -0.25
S -0.6281 -3.8053 1.9056 -3.02 -3.51 -0.60 0.82
O 0.3837 -4.9401 1.9169 -2.16 4.12 0.67 -0.33
O -2.0034 -4.2219 1.4392 3.43 1.43 0.33 -0.34
N -1.0368 -3.0780 3.4266 1.36 0.24 0.91 -0.22
C -2.4094 -2.7850 3.8275 -3.11 1.82 -1.12 -0.19
C -3.1627 -4.0510 4.3427 0.00 -0.75 -0.86 -0.18
O -2.5603 -4.7185 5.4718 1.77 1.40 0.16 -0.12
C -1.1413 -4.8580 5.1551 -0.54 -0.93 -2.20 -0.18
C -0.4437 -3.6325 4.6701 1.43 -0.19 -2.61 -0.21
C -0.7837 -1.2134 0.7895 -0.42 0.36 0.20 -0.04
C -0.3171 -0.1623 -0.0149 -3.03 0.79 1.46 -0.03
O 0.3278 2.1007 -1.7008 -0.75 -1.78 4.52 0.09
S 1.8600 4.7559 -5.1470 -1.14 -0.57 0.86 1.08
H 1.0855 8.1548 -4.7910 0.44 1.32 -0.49 0.15
H -0.3075 4.7973 -2.0525 0.43 -1.10 -0.80 0.16
H 2.0420 2.3620 -4.3250 0.21 0.17 -0.89 0.03
H 2.5299 -0.0690 -3.2172 -2.08 2.37 1.34 0.18
H 2.7270 -1.4029 -0.9514 -0.82 0.41 0.08 0.12
H 1.7942 -3.2231 0.5296 0.72 -0.21 -0.59 0.10
H -2.9562 -2.1123 3.0111 0.77 -2.27 1.23 0.15
H -2.5555 -2.0558 4.6593 1.56 -0.25 -0.21 0.13
H -4.2658 -4.0126 4.4835 0.92 0.59 0.28 0.14
H -3.0074 -4.7467 3.5573 -0.28 -0.80 -1.17 0.08
H -0.4381 -5.0036 5.9443 -0.65 -1.53 1.54 0.11
H -1.0411 -5.6331 4.3033 -0.09 0.74 1.53 0.15
H -0.3925 -2.9168 5.4382 -0.42 1.47 0.80 0.11
H 0.6310 -3.8371 4.4693 -0.64 -0.42 0.07 0.14
H -1.6983 -0.9462 1.3759 0.85 -0.93 -0.55 0.12
H -1.0075 0.7722 -0.0053 1.53 -1.67 -0.31 0.16
```
Forces are in eV/Å.

## Properties
- frontier orbital gap (eV) = 7.337
- HOMO energy (eV) = -8.38
- spin multiplicity = 1
- structure (SMILES) = [H]/N=C1/NC(=O)/C(=C/c2ccc(-c3ccc(S(=O)(=O)N4CCOCC4)cc3)o2)S1

=====

5.
Formula: C18H18AlN4O4
Source: the OMol25 dataset
Level of theory: ωB97M-V with the def2-TZVPD basis set

Structure (XYZ):
```
45
Properties=species:S:1:pos:R:3:forces:R:3:lowdin_charge:R:1
Al -1.5120 -0.2440 0.1478 1.51 0.63 -0.77 0.17
O -1.4120 -2.3881 3.3297 0.04 -0.12 0.04 0.16
C -1.1627 -1.9196 2.2565 0.14 0.08 -0.04 -0.49
O -1.9016 -1.0946 1.5774 -0.62 -0.39 0.66 0.08
C 0.1452 -2.2100 1.5482 0.16 -0.16 0.24 -0.14
C 1.1276 -2.9106 2.2597 0.31 -0.03 -0.08 0.04
C 2.3847 -2.9974 1.7275 -0.49 0.15 0.06 0.05
C 2.6031 -2.5027 0.4256 -0.32 0.23 -0.17 -0.14
C 3.8751 -2.5605 -0.1815 0.05 -0.05 -0.17 -0.01
C 4.0493 -2.1924 -1.4849 0.04 -0.08 0.24 -0.05
C 2.9350 -1.8052 -2.2408 -0.22 0.09 0.02 -0.04
C 1.6974 -1.6843 -1.6655 0.01 0.06 -0.07 -0.02
C 1.4972 -1.9570 -0.2978 0.73 -0.25 0.08 -0.19
N 0.2998 -1.7134 0.3299 -0.54 0.08 0.09 0.13
H 0.8674 -3.2993 3.2310 -0.02 0.02 0.08 0.13
H 3.1976 -3.4406 2.2831 0.10 -0.06 0.02 0.13
H 4.7040 -2.9263 0.4043 0.11 -0.06 0.06 0.12
H 5.0236 -2.2320 -1.9441 0.10 -0.05 -0.04 0.12
H 3.0588 -1.6060 -3.2931 -0.04 0.04 -0.14 0.12
H 0.8542 -1.4419 -2.2862 -0.02 0.05 -0.08 0.09
N -0.7846 0.2885 -1.7475 0.06 -0.48 0.20 0.05
C -1.5997 1.2569 -2.5195 -0.36 0.35 -0.35 -0.17
C -3.0393 0.7847 -2.7068 -0.16 0.13 0.34 -0.07
C -3.7029 0.7626 -1.3362 0.24 0.17 -0.67 -0.55
O -4.6390 1.4398 -1.0319 -0.25 0.11 0.12 0.15
O -3.0584 -0.0237 -0.4941 -0.98 -0.36 0.25 0.03
H 0.1840 0.6029 -1.7786 0.02 -0.24 0.07 0.11
H -0.8444 -0.5993 -2.2511 0.24 0.21 -0.01 0.11
H -1.1453 1.4224 -3.5027 0.03 0.00 0.23 0.13
H -1.6061 2.2050 -1.9769 0.11 0.00 -0.05 0.13
H -3.0773 -0.2159 -3.1435 0.04 0.01 -0.08 0.13
H -3.5740 1.4814 -3.3524 0.07 -0.10 0.01 0.13
N 1.3136 1.2561 0.7928 0.17 -0.16 -0.18 0.17
C 0.2439 1.9998 1.1794 -0.08 0.38 -0.01 -0.32
C 0.4064 3.2812 1.7238 -0.16 -0.07 0.00 0.01
C -0.7062 3.9996 2.0929 0.01 -0.39 -0.13 -0.02
C -1.9698 3.4244 1.9338 0.04 -0.04 -0.06 -0.02
C -2.0567 2.1799 1.3646 -0.39 0.52 0.31 -0.06
N -0.9763 1.4837 0.9610 0.24 -0.32 -0.07 0.10
H 2.2152 1.5291 1.1501 -0.02 -0.09 -0.07 0.12
H 1.1525 0.2653 0.6931 0.30 0.04 0.10 0.06
H 1.4002 3.6786 1.8525 0.11 0.02 0.01 0.12
H -0.6012 4.9881 2.5102 0.02 0.10 0.07 0.12
H -2.8584 3.9437 2.2472 -0.15 0.00 -0.02 0.12
H -3.0076 1.6912 1.2131 -0.16 0.04 -0.01 0.13
```
Forces are in eV/Å.

## Properties
- frontier orbital gap (eV) = 8.402
- HOMO energy (eV) = -12.40
- spin multiplicity = 1
- charge = +1

=====

6.
Formula: C18H18AuNO4
Source: the OMol25 dataset
Level of theory: ωB97M-V with the def2-TZVPD basis set

Structure (XYZ):
```
42
Properties=species:S:1:pos:R:3:forces:R:3:lowdin_charge:R:1
C 0.4342 -1.9478 3.7424 1.99 -1.78 -2.06 -0.14
C -0.9018 -1.9669 3.2407 -0.51 -0.22 -1.11 -0.05
C -0.8409 -2.0137 1.8152 0.57 0.06 -0.27 -0.26
H -1.7862 -2.0205 3.8637 0.09 0.10 -0.18 0.12
C 0.6107 -2.0257 1.4430 -0.51 -0.98 0.84 -0.19
C 1.3506 -2.0424 2.6327 -0.89 -0.29 0.30 -0.09
H 2.4135 -2.1465 2.8009 -0.03 0.17 -0.40 0.10
H 0.6826 -2.1608 4.7656 0.19 -0.62 -0.62 0.11
H -1.6352 -2.3118 1.1331 0.11 -0.03 0.31 0.08
H 0.9605 -2.2158 0.4300 0.02 0.08 0.30 0.09
C -1.0078 2.1205 2.2357 1.22 1.08 0.36 -0.18
C -0.7269 2.0434 3.6168 1.00 0.22 -0.19 -0.11
C 0.6795 1.7916 3.7867 -1.37 2.26 -0.75 -0.13
H -1.4140 2.2390 4.4301 0.01 -0.36 -0.28 0.10
C 1.3077 1.8738 2.4921 -0.50 0.27 -0.66 -0.05
C 0.2953 2.1249 1.5091 -0.71 -0.36 0.08 -0.26
H 0.4081 2.5318 0.5068 0.20 -0.18 0.24 0.09
H -1.9727 2.3990 1.8077 0.43 -0.05 0.09 0.10
H 1.2338 1.8976 4.7069 -0.09 0.40 -0.42 0.12
H 2.3857 1.8208 2.3826 -0.25 0.01 -0.36 0.11
Au -0.4092 0.0637 1.2920 0.23 0.16 0.58 0.96
O -0.1794 -0.3071 -1.7078 -0.41 -0.46 -1.17 -0.13
C -1.4303 -0.8090 -2.2172 1.53 -0.35 -0.70 -0.10
C -0.1380 -1.0241 -2.9926 -1.34 -0.09 1.68 -0.21
H -1.8342 -1.6633 -1.6699 -0.05 0.33 -0.07 0.10
H -2.1255 -0.0665 -2.6259 0.22 -0.25 0.34 0.11
H 0.3025 -2.0285 -2.9282 -0.07 0.49 0.01 0.15
H 1.0083 -1.9176 -5.2669 -0.09 0.35 -0.16 0.11
C 0.6797 -0.8779 -5.3598 -0.48 0.29 0.86 -0.04
C 0.1055 -0.2558 -4.2220 0.25 0.76 -1.09 -0.18
C -0.3039 1.0930 -4.3120 0.25 -0.49 -0.26 -0.03
H -0.7275 1.5912 -3.4351 0.19 -0.18 -0.31 0.11
C -0.1681 1.7828 -5.5186 0.10 -0.18 -0.02 -0.08
H -0.4878 2.8247 -5.5728 0.10 -0.29 -0.04 0.10
C 0.3641 1.1495 -6.6499 -0.02 -0.31 0.32 -0.09
H 0.4470 1.6899 -7.5948 -0.01 -0.17 0.31 0.10
C 0.7855 -0.1868 -6.5634 -0.08 0.34 0.03 -0.09
H 1.1953 -0.6921 -7.4395 -0.09 0.19 0.25 0.10
O -0.2815 -1.1769 5.8719 -0.18 2.59 0.19 0.00
N 0.0875 -0.0811 5.3663 -0.95 -0.13 3.62 -0.42
O -0.1333 1.0049 5.9360 0.13 -2.10 -0.25 0.02
O 0.7663 -0.1033 4.2680 -0.21 -0.29 0.66 -0.07
```
Forces are in eV/Å.

## Properties
- frontier orbital gap (spin up / spin down) (eV) = 7.821 / 5.515
- HOMO energy (spin up / spin down) (eV) = -7.20 / -7.54
- spin multiplicity = 3